1.
{
  "formula": "C39H32BiBrN9",
  "method": "the ωB97M-V functional and the def2-TZVPD basis",
  "symbols": ["Bi", "C", "N", "C", "C", "N", "C", "C", "C", "C", "C", "C", "N", "C", "N", "C", "C", "C", "C", "C", "C", "N", "H", "H", "H", "H", "H", "H", "H", "H", "H", "H", "H", "H", "H", "H", "H", "C", "C", "C", "C", "C", "C", "N", "C", "C", "C", "C", "C", "C", "N", "N", "C", "C", "C", "C", "C", "N", "H", "H", "H", "H", "H", "H", "H", "H", "H", "H", "H", "H", "H", "Br", "C", "C", "C", "C", "C", "C", "H", "H", "H", "H"],
  "coordinates": [[-0.97827, 0.65527, -0.58318], [-1.51326, -2.81287, -1.83583], [-1.92769, -2.20309, -0.57558], [-1.69376, -3.00583, 0.63512], [-0.26034, -3.09648, 1.06431], [0.76534, -3.15362, 0.27156], [1.87179, -3.26830, 1.10789], [3.22736, -3.34606, 0.79393], [4.12667, -3.43822, 1.84036], [3.69880, -3.44592, 3.17726], [2.35757, -3.37037, 3.50607], [1.45957, -3.28353, 2.44653], [0.08165, -3.17595, 2.38816], [-0.56301, -1.97985, -2.66059], [0.29829, -1.09640, -2.22687], [1.11469, -0.78467, -3.32329], [2.27957, -0.02381, -3.40307], [2.89247, 0.08469, -4.63590], [2.37179, -0.54912, -5.77460], [1.24655, -1.34779, -5.70278], [0.64965, -1.46718, -4.45202], [-0.43294, -2.20559, -3.99649], [-2.36557, -3.05850, -2.47589], [-0.99305, -3.74848, -1.61643], [-2.90323, -1.94785, -0.59018], [-2.06169, -4.03448, 0.51491], [-2.26978, -2.55000, 1.44141], [3.55601, -3.33768, -0.23921], [5.18573, -3.50971, 1.62562], [4.43419, -3.51456, 3.96886], [2.02867, -3.37993, 4.53972], [-0.54952, -3.15003, 3.17065], [2.69212, 0.45362, -2.52159], [3.79563, 0.67534, -4.72942], [2.87864, -0.42887, -6.72428], [0.86821, -1.87639, -6.57060], [-0.97259, -2.85746, -4.53933], [3.06271, 1.63619, 3.25021], [1.87621, 2.03381, 3.85742], [0.65242, 1.67808, 3.31099], [0.60010, 0.90707, 2.14915], [1.79050, 0.52665, 1.53684], [3.01433, 0.89201, 2.08212], [-0.64687, 0.52687, 1.57230], [-1.58192, -0.19654, 2.34654], [-1.22597, -0.88300, 3.51692], [-2.13297, -1.67940, 4.19828], [-3.43316, -1.84683, 3.73743], [-3.81853, -1.17810, 2.58835], [-2.91892, -0.35166, 1.93435], [-3.34277, 0.38725, 0.76747], [-3.68245, 1.52191, 1.07171], [-3.71830, 2.53622, 0.09901], [-4.77742, 3.43001, 0.06258], [-4.64353, 4.57442, -0.69353], [-3.43618, 4.82711, -1.32743], [-2.43239, 3.88215, -1.24384], [-2.57868, 2.71895, -0.58817], [4.01478, 1.89690, 3.69489], [1.90425, 2.63256, 4.75914], [-0.27082, 1.99380, 3.78317], [1.75674, -0.08290, 0.63473], [3.92996, 0.57560, 1.59511], [-0.21630, -0.78339, 3.89252], [-1.81675, -2.18153, 5.10564], [-4.14070, -2.46530, 4.27503], [-4.83129, -1.25021, 2.20510], [-5.67533, 3.20523, 0.62370], [-5.45887, 5.28401, -0.76065], [-3.26751, 5.74231, -1.87815], [-1.47700, 4.05012, -1.71830], [2.89508, 5.50816, -3.61161], [1.88826, 4.20646, -2.68379], [2.11378, 3.99788, -1.33238], [1.38555, 3.02329, -0.65805], [0.43958, 2.25690, -1.33343], [0.22072, 2.49960, -2.68806], [0.93480, 3.47271, -3.37203], [2.85211, 4.59353, -0.80953], [1.56370, 2.88483, 0.40047], [-0.53218, 1.93143, -3.23984], [0.76498, 3.64449, -4.42764]],
  "forces_ev_per_angstrom": [[0.378, -0.021, -0.654], [-0.007, 0.101, -0.037], [0.476, -0.088, 0.334], [-0.087, -0.267, -0.052], [0.019, 0.156, 0.084], [0.135, 0.018, -0.232], [-0.018, 0.084, -0.017], [0.036, 0.001, -0.012], [0.001, 0.021, -0.066], [-0.060, 0.011, 0.005], [-0.026, 0.016, 0.042], [-0.068, -0.022, -0.123], [0.180, -0.304, -0.034], [-0.005, -0.071, -0.019], [0.189, 0.235, 0.237], [-0.095, -0.152, -0.010], [-0.081, 0.140, 0.110], [-0.006, 0.078, 0.011], [0.017, -0.032, -0.001], [-0.020, -0.093, -0.001], [-0.044, 0.110, 0.119], [0.072, -0.122, 0.002], [-0.107, -0.036, 0.107], [0.071, 0.015, -0.083], [-0.099, 0.028, -0.137], [-0.068, -0.005, -0.040], [0.127, -0.265, -0.150], [-0.026, -0.008, 0.068], [-0.032, 0.011, 0.024], [-0.016, -0.008, -0.029], [0.029, -0.006, -0.077], [0.016, -0.012, -0.158], [-0.053, 0.035, -0.059], [-0.034, -0.043, 0.006], [-0.028, -0.016, 0.051], [0.029, 0.062, 0.058], [-0.001, -0.050, 0.032], [-0.034, 0.008, 0.037], [-0.005, -0.012, -0.038], [-0.069, 0.031, -0.032], [0.054, -0.080, -0.015], [-0.070, -0.185, -0.026], [0.043, -0.035, -0.074], [-0.383, 0.018, -0.133], [0.187, -0.115, -0.227], [-0.085, 0.339, 0.046], [-0.112, 0.095, 0.063], [-0.003, -0.054, 0.035], [-0.095, 0.350, -0.031], [-0.262, -0.009, 0.375], [0.393, -0.086, -0.484], [-0.262, 0.392, 1.126], [0.206, 0.441, -0.820], [-0.133, -0.344, 0.170], [-0.068, 0.165, -0.101], [0.007, -0.023, -0.024], [-0.061, -0.293, -0.048], [-0.431, 0.276, 0.508], [-0.030, 0.027, -0.050], [-0.010, -0.030, -0.006], [0.010, -0.010, -0.013], [0.018, -0.031, 0.091], [-0.060, 0.007, 0.043], [0.013, 0.000, -0.036], [-0.001, 0.031, 0.000], [0.062, 0.009, -0.045], [0.068, -0.026, 0.046], [0.057, 0.089, 0.035], [0.031, -0.035, 0.023], [0.000, -0.035, 0.028], [0.068, -0.070, -0.036], [-0.009, 0.001, 0.024], [-0.020, -0.010, -0.070], [0.010, -0.002, 0.096], [-0.025, 0.103, -0.055], [0.144, -0.164, 0.327], [-0.096, -0.152, 0.019], [0.015, -0.024, -0.075], [-0.037, -0.039, -0.019], [0.027, -0.041, -0.005], [0.141, 0.015, 0.023], [0.016, 0.008, 0.052]],
  "e_above_lowest_kj_mol": 165.8,
  "molar_mass_g_mol": 915.6,
  "gap_ev": 6.849,
  "total_charge": 1,
  "e_tot_ha": -4786.59450,
  "multiplicity": 1
}

2.
{
  "formula": "C3H13N3O",
  "method": "the ωB97M-V functional and the def2-TZVPD basis",
  "symbols": ["N", "C", "C", "N", "C", "N", "H", "H", "H", "H", "H", "H", "H", "H", "H", "H", "H", "O", "H", "H"],
  "coordinates": [[0.80275, -1.54768, -2.40906], [-0.45574, -1.28597, -1.67511], [-0.73565, 0.01934, -0.92487], [0.52325, 0.33118, -0.10694], [0.26830, 1.57079, 0.70986], [1.57266, 2.30516, 0.96628], [1.70212, -1.83173, -1.93212], [0.99569, -0.91535, -3.17717], [-0.48866, -2.07308, -0.90116], [-1.26638, -1.58865, -2.34926], [-0.84406, 0.85729, -1.66176], [-1.68447, -0.13306, -0.38021], [0.41323, -0.36754, 0.64876], [-0.17268, 1.12632, 1.61121], [-0.38851, 2.22453, 0.23155], [2.19526, 1.49018, 1.04145], [1.77104, 2.63769, 0.00255], [-1.62574, -1.00794, 2.88082], [-2.48532, -0.81838, 3.09446], [-1.49342, -1.99030, 2.91394]],
  "forces_ev_per_angstrom": [[0.740, -0.103, 0.229], [0.800, -1.636, 0.336], [1.923, 0.603, -1.331], [-2.721, -0.142, 0.517], [2.176, -1.466, 0.951], [-1.333, -1.396, -1.252], [-2.012, 0.929, -0.350], [-0.036, -0.029, 0.332], [0.036, 0.118, -0.143], [-0.070, 0.515, 0.060], [-0.087, -0.538, 0.664], [0.432, 0.347, 0.166], [0.731, -0.034, -0.754], [0.073, 1.181, 0.345], [-1.171, 0.996, -0.772], [0.245, 0.645, 0.220], [0.224, 0.003, 0.850], [3.857, -1.958, -0.967], [-3.340, 0.467, 0.856], [-0.466, 1.500, 0.041]],
  "e_above_lowest_kj_mol": 201.2,
  "molar_mass_g_mol": 107.2,
  "gap_ev": 9.318,
  "e_tot_ha": -361.54781,
  "multiplicity": 1
}

3.
{
  "formula": "C13H24N4O4ReS6",
  "method": "the ωB97M-V functional and the def2-TZVPD basis",
  "symbols": ["Re", "C", "C", "N", "C", "C", "N", "C", "C", "C", "N", "C", "C", "N", "C", "H", "H", "H", "H", "H", "H", "H", "H", "H", "H", "H", "H", "H", "H", "H", "H", "H", "H", "H", "H", "H", "H", "H", "H", "O", "C", "S", "C", "C", "S", "S", "S", "O", "S", "O", "O", "S"],
  "coordinates": [[0.04917, 0.09948, -0.59701], [-2.26880, -0.19027, 2.11443], [-0.80570, -0.51883, 2.48868], [0.24622, 0.03491, 1.60982], [1.56218, -0.54248, 1.95902], [2.62262, -0.12358, 0.95470], [2.17741, -0.34567, -0.44626], [2.52892, -1.64323, -1.05792], [1.99361, -2.88777, -0.35152], [0.47800, -3.04931, -0.10960], [-0.39547, -2.07511, -0.79367], [-1.80592, -2.27004, -0.37956], [-2.67829, -1.10214, -0.81364], [-2.10431, 0.19579, -0.38970], [-2.55864, 0.71642, 0.92562], [-2.73256, 0.30332, 2.96858], [-2.82220, -1.12454, 1.98967], [-0.67251, -1.60365, 2.52057], [-0.61401, -0.14937, 3.49853], [0.28686, 1.02729, 1.86299], [1.45823, -1.62734, 1.99559], [1.86998, -0.20781, 2.95384], [3.55654, -0.65808, 1.15422], [2.79805, 0.94545, 1.06714], [2.62259, 0.37789, -1.00738], [3.61877, -1.74691, -1.09581], [2.16626, -1.59814, -2.08618], [2.49762, -2.98914, 0.61180], [2.34900, -3.72944, -0.94869], [0.26267, -2.94554, 0.95325], [0.17685, -4.06536, -0.38639], [-0.34654, -2.26074, -1.79425], [-1.80131, -2.36292, 0.70470], [-2.21310, -3.20223, -0.78559], [-3.68879, -1.23657, -0.41514], [-2.74136, -1.08070, -1.90227], [-2.37289, 0.88994, -1.08287], [-3.64194, 0.87137, 0.89000], [-2.07403, 1.68125, 1.06614], [0.08189, 4.90637, -5.54890], [0.10519, 4.06889, -4.69412], [-0.24064, 2.34895, -4.98875], [-0.04245, 1.82340, -3.33727], [0.26408, 2.76539, -2.43564], [0.74377, 2.27209, -0.80156], [0.45856, 4.41230, -2.98723], [-0.22157, 0.12629, -2.94368], [1.66971, 2.69733, 2.06540], [0.42193, 3.44431, 2.17788], [-0.68248, 2.54710, 2.53249], [0.45500, 4.67852, 2.90698], [0.00380, 4.10285, 0.20854]],
  "forces_ev_per_angstrom": [[-0.017, -0.085, 0.163], [-0.010, 0.009, -0.002], [-0.015, -0.034, 0.015], [0.008, 0.042, 0.024], [0.011, 0.023, 0.021], [-0.028, -0.008, -0.015], [-0.010, 0.090, -0.046], [-0.006, 0.002, 0.059], [0.000, 0.013, 0.000], [0.014, 0.016, 0.001], [-0.029, 0.015, -0.046], [-0.019, -0.018, 0.008], [-0.003, 0.016, 0.043], [0.009, 0.092, -0.007], [0.022, -0.041, -0.032], [0.037, 0.048, -0.007], [-0.016, 0.007, 0.029], [-0.002, 0.001, -0.046], [0.002, -0.038, 0.016], [-0.014, -0.043, 0.013], [0.000, 0.000, 0.010], [0.000, 0.011, -0.002], [0.013, 0.013, -0.008], [-0.007, 0.014, 0.006], [0.077, -0.063, -0.001], [0.007, -0.001, -0.010], [-0.002, 0.001, -0.001], [0.005, -0.020, 0.000], [-0.017, 0.007, -0.019], [0.005, 0.015, 0.001], [-0.005, -0.003, 0.022], [0.027, 0.040, -0.003], [-0.011, -0.011, 0.000], [0.014, 0.003, 0.000], [-0.008, 0.000, -0.005], [0.006, -0.004, -0.001], [-0.025, -0.020, -0.001], [-0.008, -0.011, -0.008], [-0.025, 0.000, 0.007], [0.027, -0.018, -0.006], [-0.043, 0.075, -0.016], [-0.006, -0.054, 0.018], [-0.010, 0.042, -0.048], [0.099, 0.132, 0.035], [-0.071, 0.513, 0.167], [0.047, -0.029, -0.009], [-0.063, -0.058, -0.078], [0.005, -0.003, -0.068], [-0.039, -0.085, 0.344], [0.071, 0.078, -0.082], [0.050, 0.007, -0.071], [-0.047, -0.679, -0.364]],
  "e_above_lowest_kj_mol": 0.0,
  "molar_mass_g_mol": 679.0,
  "gap_ev": [6.968, 6.950],
  "e_tot_ha": -3497.21462,
  "multiplicity": 2
}

4.
{
  "formula": "C6H12",
  "method": "the ωB97M-V functional and the def2-TZVPD basis",
  "symbols": ["C", "C", "C", "H", "H", "H", "H", "H", "H", "C", "C", "C", "H", "H", "H", "H", "H", "H"],
  "coordinates": [[-1.32562, 0.90628, -1.26502], [-0.25282, 0.98700, -0.20322], [0.80848, 1.81080, -0.39458], [-0.84154, 1.19540, 0.82918], [-1.82802, 1.85959, -1.42652], [-2.10739, 0.20506, -0.96955], [-0.89699, 0.56882, -2.20885], [1.62782, 1.89499, 0.30170], [0.96739, 2.42399, -1.26981], [1.49473, -1.03827, 0.93316], [0.02842, -0.81194, 0.64356], [-0.73961, -1.86218, 0.25761], [-0.40140, -0.23521, 1.61241], [1.97828, -0.10584, 1.22795], [1.99889, -1.42304, 0.04647], [1.65662, -1.72991, 1.75943], [-0.38394, -2.87373, 0.12492], [-1.78329, -1.77180, 0.00115]],
  "forces_ev_per_angstrom": [[0.062, -0.419, -0.251], [-3.896, 1.649, 2.345], [1.617, 0.335, -0.160], [1.622, -0.174, -2.508], [0.184, 0.168, 0.043], [0.100, -0.054, -0.104], [-0.109, 0.003, -0.113], [-0.227, 0.226, 0.546], [-0.018, -0.531, -0.610], [0.265, 0.172, -0.388], [0.310, 1.111, 4.708], [-1.001, -0.805, -1.042], [0.829, -1.712, -2.308], [0.022, -0.039, -0.145], [0.150, -0.037, 0.034], [-0.195, -0.160, -0.023], [0.599, 0.079, -0.538], [-0.313, 0.188, 0.513]],
  "e_above_lowest_kj_mol": 532.2,
  "molar_mass_g_mol": 84.2,
  "gap_ev": [7.471, 7.466],
  "e_tot_ha": -235.61552,
  "multiplicity": 1
}

> multiplicity of number 3 (C13H24N4O4ReS6)?

2

> What is the multiplicity in the third record?

2

> Among the records above, which one has the highest multiplicity?

C13H24N4O4ReS6

Please write out number 4 again, unchanged.
{
  "formula": "C6H12",
  "method": "the ωB97M-V functional and the def2-TZVPD basis",
  "symbols": ["C", "C", "C", "H", "H", "H", "H", "H", "H", "C", "C", "C", "H", "H", "H", "H", "H", "H"],
  "coordinates": [[-1.32562, 0.90628, -1.26502], [-0.25282, 0.98700, -0.20322], [0.80848, 1.81080, -0.39458], [-0.84154, 1.19540, 0.82918], [-1.82802, 1.85959, -1.42652], [-2.10739, 0.20506, -0.96955], [-0.89699, 0.56882, -2.20885], [1.62782, 1.89499, 0.30170], [0.96739, 2.42399, -1.26981], [1.49473, -1.03827, 0.93316], [0.02842, -0.81194, 0.64356], [-0.73961, -1.86218, 0.25761], [-0.40140, -0.23521, 1.61241], [1.97828, -0.10584, 1.22795], [1.99889, -1.42304, 0.04647], [1.65662, -1.72991, 1.75943], [-0.38394, -2.87373, 0.12492], [-1.78329, -1.77180, 0.00115]],
  "forces_ev_per_angstrom": [[0.062, -0.419, -0.251], [-3.896, 1.649, 2.345], [1.617, 0.335, -0.160], [1.622, -0.174, -2.508], [0.184, 0.168, 0.043], [0.100, -0.054, -0.104], [-0.109, 0.003, -0.113], [-0.227, 0.226, 0.546], [-0.018, -0.531, -0.610], [0.265, 0.172, -0.388], [0.310, 1.111, 4.708], [-1.001, -0.805, -1.042], [0.829, -1.712, -2.308], [0.022, -0.039, -0.145], [0.150, -0.037, 0.034], [-0.195, -0.160, -0.023], [0.599, 0.079, -0.538], [-0.313, 0.188, 0.513]],
  "e_above_lowest_kj_mol": 532.2,
  "molar_mass_g_mol": 84.2,
  "gap_ev": [7.471, 7.466],
  "e_tot_ha": -235.61552,
  "multiplicity": 1
}